(1)
DFT (ωB97M-V with the def2-TZVPD basis set) results for a structure of composition C5H7N at a distorted geometry.

Values from the calculation:
- E_HOMO (Ha) = -0.31373
- energy above the lowest of the compared OMol25 structures with the same formula, charge and spin (eV) = 6.745
- E_tot (Eh) = -249.22535

Structure (ORCA input):
```
! RIJCOSX wB97M-V def2-TZVPD def2/J DEFGRID3
* xyz 0 1
C -1.591 0.029 0.299
C -0.388 -0.869 0.296
C 0.462 -0.331 -0.863
C 1.467 0.135 0.178
N 0.262 0.305 0.989
C -0.413 0.886 -0.633
H -2.418 0.078 -0.350
H -1.881 0.146 1.386
H -0.290 -1.890 0.689
H 0.697 -0.822 -1.810
H 1.963 1.101 0.028
H 2.115 -0.607 0.641
H 0.083 1.859 -0.839
*
```

(2)
DFT (ωB97M-V with the def2-TZVPD basis set) results for an isolated molecule of C5H7N at a distorted geometry.

Values from the calculation:
- E_HOMO (Ha) = -0.40950
- energy above the lowest of the compared OMol25 structures with the same formula, charge and spin (eV) = 0.989
- E_tot (Eh) = -249.43689
- SMILES = N#CC1CCC1

Structure (ORCA input):
```
! RIJCOSX wB97M-V def2-TZVPD def2/J DEFGRID3
* xyz 0 1
N 2.807 -0.307 1.107
C 1.901 -0.309 0.386
C 0.720 -0.276 -0.471
C -0.516 -1.017 0.117
C -1.238 0.343 0.302
C -0.065 1.067 -0.406
H 0.996 -0.575 -1.486
H -0.999 -1.689 -0.597
H -0.294 -1.587 1.024
H -2.216 0.435 -0.180
H -1.352 0.625 1.353
H 0.414 1.860 0.174
H -0.255 1.439 -1.416
*
```

(3)
DFT (ωB97M-V with the def2-TZVPD basis set) results for an isolated molecule of C5H7N at a distorted geometry.

Values from the calculation:
- E_HOMO (Ha) = -0.41092
- energy above the lowest of the compared OMol25 structures with the same formula, charge and spin (eV) = 1.513
- E_tot (Eh) = -249.41763
- SMILES = N#CC1CCC1

Structure (ORCA input):
```
! RIJCOSX wB97M-V def2-TZVPD def2/J DEFGRID3
* xyz 0 1
C -1.169 -0.714 -1.680
C -0.703 0.020 -0.446
C -0.026 -0.817 0.774
C 0.735 0.527 1.100
C 0.555 0.885 -0.434
H -1.590 0.506 -0.098
H 0.661 -1.575 0.322
H -0.677 -1.349 1.510
H 1.762 0.513 1.467
H 0.014 1.219 1.690
H 1.381 0.236 -0.964
H 0.620 1.961 -0.726
N -1.564 -1.411 -2.515
*
```

(4)
DFT (ωB97M-V with the def2-TZVPD basis set) results for an isolated molecule of C5H7N.

Values from the calculation:
- E_HOMO (Ha) = -0.28366
- energy above the lowest of the compared OMol25 structures with the same formula, charge and spin (eV) = 2.871
- E_tot (Eh) = -249.36774

Structure (ORCA input):
```
! RIJCOSX wB97M-V def2-TZVPD def2/J DEFGRID3
* xyz 0 1
C 1.524 -0.763 0.157
C 0.381 1.249 -0.706
C 0.332 -0.252 -0.661
N -0.936 -0.617 0.014
C -1.518 0.508 0.396
C -0.771 1.627 -0.002
H 1.663 -0.122 1.032
H 1.373 -1.793 0.496
H 2.436 -0.717 -0.441
H 0.325 -0.688 -1.667
H -1.288 -1.547 0.190
H -2.451 0.471 0.953
H -1.070 2.642 0.241
*
```

For each record above, in turn, the calculated LUMO energy values are 1.005 0.922 0.921 0.472 eV.